Density functional theory data (the ωB97M-V functional and the def2-TZVPD basis) for a molecular structure, C36H25Cl3F12N3O3PdS at a distorted geometry.

```
! wB97M-V def2-TZVPD RIJCOSX def2/J DEFGRID3
* xyz -1 3
Pd -0.82417 0.54551 -1.20298
C -7.22584 -0.71067 -2.11729
C -5.72931 -0.80601 -2.28608
C -5.02950 -1.95336 -1.95179
C -3.65325 -1.99464 -2.06912
C -2.90303 -0.89090 -2.50843
N -1.52275 -0.95612 -2.56182
C -0.82430 -2.04363 -3.00740
C -1.43997 -2.92594 -3.92756
C -0.78189 -4.00149 -4.48358
C 0.54769 -4.26353 -4.18158
C 1.29374 -5.41075 -4.82118
C 1.18345 -3.38812 -3.31420
C 0.55101 -2.29848 -2.71960
C 1.34983 -1.38478 -1.77637
O 1.10704 -0.04690 -1.91768
C 1.14779 -1.93368 -0.28787
F 1.91706 -2.99410 0.04149
F 1.42301 -0.98304 0.64362
F -0.11612 -2.33805 -0.05036
C 2.89896 -1.47900 -2.03120
F 3.50399 -2.68082 -1.80633
F 3.54508 -0.60335 -1.22371
F 3.18351 -1.14514 -3.29855
C -3.61331 0.30148 -2.82423
C -4.99886 0.29795 -2.71906
C -2.83989 1.62091 -3.09278
O -2.16634 2.03455 -1.97540
C -1.93450 1.48615 -4.42862
F -0.63130 1.47578 -4.16798
F -2.23038 0.38768 -5.15545
F -2.10161 2.51258 -5.30491
C -3.81593 2.80413 -3.38763
F -4.64987 3.02147 -2.34556
F -4.60272 2.61085 -4.47665
F -3.14965 3.96095 -3.56503
H -7.66555 -1.69645 -1.95999
H -7.69284 -0.25053 -2.99089
H -7.47440 -0.09044 -1.25119
H -5.56692 -2.82214 -1.58107
H -3.11057 -2.88914 -1.78745
H -2.45833 -2.71100 -4.22130
H -1.30544 -4.64329 -5.18699
H 0.59532 -6.16150 -5.19409
H 1.97156 -5.89153 -4.11278
H 1.89357 -5.06026 -5.66678
H 2.22333 -3.58747 -3.09344
H -5.56288 1.18006 -2.98451
Cl 4.69105 6.61453 5.75044
C 3.83800 5.17948 5.28437
C 3.93440 4.71218 3.98795
C 3.22799 3.57475 3.63405
C 2.42225 2.89289 4.53847
C 1.61888 1.70850 4.02919
C 0.11656 2.08772 3.97332
N -0.63976 1.43234 2.92239
C -1.33742 0.25119 3.01969
C -1.83703 0.00073 1.77733
N -1.46722 1.01199 0.92450
C -0.74532 1.84638 1.63898
O 1.77140 0.54686 4.82780
C 2.39229 -0.54807 4.16663
C 3.84991 -0.34060 3.82510
C 4.81509 0.16541 4.64738
Cl 4.65538 0.66455 6.27990
S 6.36858 0.20620 3.89968
C 5.73230 -0.48240 2.46309
C 4.40311 -0.72126 2.56503
C 2.35620 3.38796 5.84493
Cl 1.39724 2.63186 7.07327
C 3.05817 4.52331 6.21968
H 4.55101 5.22791 3.26463
H 3.30511 3.19470 2.62094
H 1.95774 1.49005 3.01254
H 0.02405 3.16426 3.83974
H -0.31875 1.81087 4.92877
H -1.41093 -0.29789 3.94359
H -2.45426 -0.81442 1.44072
H -0.31634 2.76779 1.27430
H 1.84493 -0.79031 3.24971
H 2.29931 -1.39407 4.84943
H 6.38031 -0.66607 1.61958
H 3.81320 -1.13507 1.76283
H 2.98802 4.89193 7.23341
*
```

Values from the calculation:
**Orbital gap (spin up / spin down)**: 5.82 / 5.76 eV
**HOMO level (spin up / spin down)**: -4.0 / -4.0 eV
**Lowest unoccupied orbital energy (spin up / spin down)**: 0.0660 / 0.0660 Ha

Density functional theory data (the ωB97M-V functional and the def2-TZVPD basis) for 4 unconnected molecules or ions with the total composition C17H45BO17P3S at a distorted geometry.

```
! wB97M-V def2-TZVPD RIJCOSX def2/J DEFGRID3
* xyz -1 1
C -1.17508 1.27497 1.11773
C -1.68969 -0.12981 1.43348
C -2.25537 -0.86767 0.22481
C -1.16314 -0.99930 -0.85232
O 0.16438 -1.12721 -0.33160
C 1.10716 -0.64322 -1.26564
O -3.19002 0.05729 -0.33449
B -4.29330 -0.80213 -0.80334
S -5.75827 0.40899 -1.24969
C -5.50360 0.80625 -2.99091
O -5.60988 1.66212 -0.52450
O -7.08218 -0.20124 -1.16001
O -4.48192 -1.67465 0.34274
C -3.15793 -2.11980 0.55359
C -2.96986 -3.36943 -0.32584
H -1.08231 1.83924 2.04814
H -1.84708 1.85325 0.49497
H -0.17693 1.28791 0.67764
H -2.47895 -0.02975 2.17844
H -0.87591 -0.67684 1.91182
H -1.31397 -1.83610 -1.53586
H -1.25472 -0.10403 -1.46658
H 2.08761 -1.00488 -0.96638
H 1.08099 0.44778 -1.24159
H 0.86777 -1.01074 -2.26698
H -3.88742 -1.30548 -1.85628
H -4.66931 0.21405 -3.35371
H -5.28111 1.86331 -3.06902
H -6.39726 0.53659 -3.54249
H -2.98414 -2.46378 1.57514
H -3.93322 -3.86965 -0.35789
H -2.68134 -3.16470 -1.34873
H -2.25890 -4.08293 0.09487
C 1.46093 -8.67719 -2.82826
O 2.05726 -8.00838 -1.70748
P 1.46007 -6.55412 -1.41421
O 0.00741 -6.54652 -1.57164
O 2.19186 -5.78720 -2.66227
C 3.54855 -6.07463 -2.98482
O 1.91001 -5.57433 -0.25782
C 1.80720 -4.15819 -0.51545
H 2.17525 -9.43414 -3.14586
H 0.53193 -9.15420 -2.52697
H 1.27334 -7.98363 -3.64600
H 3.58853 -6.70402 -3.87555
H 4.07078 -6.58230 -2.17340
H 4.05472 -5.13225 -3.19168
H 0.94516 -3.92108 -1.13363
H 2.71708 -3.80294 -0.99610
H 1.70543 -3.66426 0.44614
C 1.86463 -0.30391 2.54753
O 2.15680 0.95741 3.18034
P 3.35730 1.81597 2.50535
O 3.06478 1.59997 1.06446
O 4.53470 0.85907 3.12888
C 4.58021 0.61578 4.53730
O 4.34061 3.11931 2.33172
C 5.64228 2.87192 1.80080
H 1.35437 -0.92788 3.28029
H 1.20062 -0.16002 1.70116
H 2.78351 -0.80217 2.24079
H 4.20930 -0.38763 4.74589
H 3.98455 1.33236 5.10320
H 5.61780 0.68998 4.86047
H 5.61297 2.07867 1.05629
H 6.34520 2.61479 2.59234
H 5.95532 3.80422 1.33484
C -3.49029 6.88562 -0.26324
O -2.22019 6.69767 -0.91193
P -1.28929 5.60215 -0.22090
O -2.06720 4.44531 0.20542
O -0.83341 6.51124 1.07003
C -0.50526 7.88413 0.89284
O 0.15785 5.15564 -0.69476
C 1.05745 4.70221 0.32901
H -3.84377 7.86841 -0.56888
H -4.19195 6.12365 -0.59219
H -3.38637 6.85237 0.81968
H -1.32548 8.50736 1.25399
H -0.30957 8.13447 -0.15024
H 0.38935 8.09874 1.47782
H 0.52644 4.16347 1.11155
H 1.59797 5.54551 0.75736
H 1.76812 4.03513 -0.15169
*
```

Values from the calculation:
**Orbital gap**: 5.19 eV
**HOMO level**: -4.7 eV
**Lowest unoccupied orbital energy**: 0.0170 Ha

Density functional theory data (the ωB97M-V functional and the def2-TZVPD basis) for a molecular structure, C18H23AsN6O2Pd.

```
! wB97M-V def2-TZVPD RIJCOSX def2/J DEFGRID3
* xyz 2 1
Pd -0.18319 -0.08311 0.15608
O 1.12700 1.75572 -7.48392
C 1.71335 1.48371 -6.30959
O 2.90353 1.45602 -6.21317
C 0.83415 1.20836 -5.10944
C -0.55571 1.26603 -5.10566
C -1.27511 1.00235 -3.95228
C -0.59822 0.67252 -2.78238
C 0.78751 0.61395 -2.77971
C 1.49904 0.88283 -3.93463
N -1.27330 0.39476 -1.54176
C -2.53857 0.51378 -1.39675
C -3.17986 0.25782 -0.10035
C -4.55025 0.29808 0.06183
C -5.06964 0.04877 1.32914
C -4.19950 -0.22763 2.36655
C -2.83015 -0.24250 2.11406
N -2.33336 -0.00561 0.90702
H 0.16503 1.73078 -7.43701
H -1.11834 1.52116 -5.99477
H -2.35282 1.05596 -3.99723
H 1.32146 0.36564 -1.86932
H 2.57978 0.85084 -3.94947
H -3.17461 0.81867 -2.22119
H -5.19753 0.51648 -0.77690
H -6.13773 0.07259 1.49581
H -4.56413 -0.41783 3.36601
H -2.11485 -0.44106 2.90248
N 3.61086 1.41740 3.86174
C 3.06265 0.36415 4.47408
N 3.48394 0.01586 5.68364
N 2.09622 -0.37464 3.93296
C 1.55886 -0.16598 2.79687
N 1.02032 -0.03054 1.77176
H 4.32482 1.97694 4.29710
H 3.29483 1.69369 2.94843
H 4.22741 0.49876 6.15768
H 3.07336 -0.79137 6.12201
C 0.41802 -2.79394 -2.40829
As 0.38810 -2.34845 -0.54036
C -0.96146 -3.49024 0.22066
C 2.04135 -3.02704 0.16669
H 0.58045 -3.86957 -2.47886
H 1.22848 -2.26331 -2.90342
H -0.52869 -2.53179 -2.87594
H -0.70195 -4.52106 -0.02063
H -1.93839 -3.25104 -0.19481
H -0.98281 -3.36264 1.30116
H 2.06411 -4.10137 -0.01624
H 2.09226 -2.83171 1.23516
H 2.88193 -2.55010 -0.33262
*
```

Values from the calculation:
**Orbital gap (spin up / spin down)**: 7.18 / 7.18 eV
**HOMO level (spin up / spin down)**: -14.6 / -14.6 eV
**Lowest unoccupied orbital energy (spin up / spin down)**: -0.2723 / -0.2725 Ha